DFT (ωB97M-V/def2-TZVPD) results for a molecular structure, C42H105N7O18SSn2 at a distorted geometry.

Values from the calculation:
- total charge = +2
- highest occupied orbital energy (eV) = -11.873
- orbital gap (eV) = 6.5

Each line ends with the Mulliken charge.
Positions of all 175 atoms, in Å:
Sn -40.6708 -22.9822 -18.4717  1.258
Sn -41.3764 -16.8479 -14.0762  1.798
S -40.5374 -19.5876 -16.0597  -0.232
O -41.8035 -19.5098 -15.2559  -0.292
O -40.1835 -18.1694 -16.2419  -0.360
O -39.5312 -20.4323 -15.4093  -1.979
O -40.8708 -20.2173 -17.3803  0.830
C -43.1927 -19.9139 -12.6342  -0.439
O -43.7899 -18.7108 -13.1612  -0.098
C -45.1414 -18.8534 -13.4996  -0.848
C -45.4483 -19.6506 -14.7976  -0.877
N -44.5895 -19.3290 -15.9484  0.683
C -44.7268 -17.9193 -16.3099  -0.249
C -44.0009 -17.7115 -17.6339  0.943
O -43.9128 -16.3503 -17.9572  0.028
C -44.9720 -15.8931 -18.7938  -0.920
H -42.2836 -19.5197 -12.1715  0.119
H -42.8599 -20.5600 -13.4479  -0.406
H -43.8223 -20.4437 -11.9181  0.599
H -45.6876 -17.9082 -13.5095  0.404
H -45.7179 -19.3814 -12.7218  0.473
H -46.4574 -19.3229 -15.0641  0.543
H -45.4717 -20.7236 -14.6157  0.163
H -43.6380 -19.4004 -15.5772  -0.633
H -44.3882 -17.3104 -15.4878  -0.532
H -45.7768 -17.7637 -16.5801  0.809
H -44.4301 -18.3472 -18.4141  0.672
H -42.9769 -18.0859 -17.5117  -1.428
H -44.9488 -16.5092 -19.6992  0.230
H -44.8446 -14.8555 -19.0806  0.288
H -45.9349 -16.0390 -18.2955  0.345
C -37.3533 -23.3284 -20.3555  -0.797
O -38.3138 -22.3489 -20.1017  -0.108
C -37.8085 -21.0719 -20.3661  -1.387
C -38.7727 -20.1173 -19.7110  0.797
N -40.1589 -20.3328 -20.1816  1.246
C -40.2927 -19.7580 -21.5311  -0.745
C -41.7129 -19.6643 -22.0282  0.095
O -41.7765 -19.2860 -23.3610  -0.470
C -43.1027 -18.9647 -23.7484  -0.632
H -37.1942 -23.5150 -21.4218  0.349
H -37.7459 -24.2789 -19.9724  0.043
H -36.3762 -23.2879 -19.8614  0.351
H -37.6752 -20.8221 -21.4187  0.632
H -36.8670 -20.9208 -19.8320  0.478
H -38.3910 -19.0887 -19.8359  0.343
H -38.8992 -20.2049 -18.6287  -0.591
H -40.7584 -19.8496 -19.5155  -1.410
H -39.6828 -20.3797 -22.1876  0.583
H -39.8715 -18.7425 -21.5696  0.175
H -42.2873 -19.0729 -21.2940  0.189
H -42.1513 -20.6643 -21.9201  0.000
H -43.0758 -18.3824 -24.6625  0.303
H -43.6696 -18.5063 -22.9337  0.210
H -43.6430 -19.8968 -23.9851  0.293
C -34.4891 -19.6467 -17.0768  -0.405
O -34.4870 -20.8963 -16.4426  -0.463
C -35.7653 -21.3104 -16.0261  -0.527
C -36.6387 -21.8159 -17.1816  -0.257
N -37.9976 -22.2363 -16.9060  2.483
C -38.1278 -23.4158 -16.0356  0.247
C -37.6876 -24.7206 -16.6368  -1.177
O -38.6445 -25.1842 -17.5769  0.168
C -38.3019 -26.3875 -18.2205  -1.146
H -35.0846 -19.5836 -17.9917  0.151
H -33.4462 -19.4241 -17.3013  0.325
H -34.7921 -18.7995 -16.4411  0.148
H -36.2584 -20.5169 -15.4385  0.262
H -35.6682 -22.1398 -15.3132  0.293
H -36.0739 -22.5425 -17.7740  0.286
H -36.7255 -20.9626 -17.8656  -0.336
H -38.4452 -21.4731 -16.3948  -1.168
H -39.1200 -23.4792 -15.5961  -0.633
H -37.4100 -23.2385 -15.2196  0.481
H -37.6004 -25.4198 -15.7950  0.567
H -36.7187 -24.7118 -17.1474  0.393
H -38.0900 -27.2196 -17.5482  0.272
H -37.5379 -26.2023 -18.9791  0.398
H -39.1825 -26.7133 -18.7818  0.319
C -37.8893 -15.7639 -12.5814  -1.100
O -38.5907 -16.5482 -13.5153  0.478
C -37.9455 -17.7592 -13.8458  -0.060
C -38.1337 -18.7582 -12.7111  -0.768
N -39.4785 -19.3211 -12.7376  1.079
C -39.6505 -20.3374 -11.7004  -1.073
C -40.3025 -21.6028 -12.2420  1.324
O -40.2279 -22.6526 -11.2543  -0.550
C -40.8447 -22.4151 -10.0149  -0.666
H -38.2342 -14.7342 -12.6101  0.308
H -36.8192 -15.8206 -12.7996  0.318
H -37.9810 -16.0964 -11.5412  0.301
H -36.8905 -17.5694 -14.0853  0.574
H -38.2949 -18.2444 -14.7613  -0.428
H -37.8100 -18.3340 -11.7631  0.612
H -37.3917 -19.5301 -12.9915  0.342
H -39.4832 -19.8147 -13.6313  -1.051
H -40.3070 -19.9542 -10.9222  0.304
H -38.7130 -20.7398 -11.3031  0.349
H -39.8259 -22.0013 -13.1381  -0.355
H -41.3935 -21.6127 -12.4001  -0.365
H -40.3982 -21.5712 -9.4898  0.290
H -40.7526 -23.3233 -9.4274  0.300
H -41.9253 -22.2566 -10.1641  0.228
C -42.9281 -14.4346 -11.1405  -0.908
O -43.3590 -15.2938 -12.1710  -0.144
C -44.1304 -14.5956 -13.1619  -0.641
C -43.3299 -13.7246 -14.1113  -0.825
N -42.5477 -14.5608 -15.0301  0.491
C -41.5596 -13.6630 -15.6820  -1.763
C -40.7428 -14.2970 -16.7948  -0.070
O -40.0451 -15.2886 -16.1439  0.614
C -38.7917 -15.6306 -16.7351  0.330
H -42.0444 -13.8205 -11.3574  0.315
H -42.6193 -15.0702 -10.3095  0.286
H -43.6795 -13.7346 -10.7717  0.365
H -44.9768 -14.0078 -12.7755  0.531
H -44.6188 -15.3725 -13.7373  0.022
H -42.8428 -12.9202 -13.5545  0.549
H -44.0901 -13.1314 -14.6478  0.433
H -43.1246 -14.9499 -15.7845  -0.238
H -40.8372 -13.4018 -14.8925  0.507
H -41.9269 -12.6595 -15.9360  0.478
H -40.1486 -13.4440 -17.1518  0.062
H -41.3267 -14.6213 -17.6640  0.378
H -38.0644 -14.8205 -16.5969  0.369
H -38.8314 -15.7869 -17.8156  -0.359
H -38.4761 -16.5258 -16.2165  -0.557
C -40.9343 -17.0621 -19.0218  1.906
O -41.0233 -15.9211 -19.8039  -0.269
C -39.8832 -15.6859 -20.6272  0.189
C -40.0151 -14.3305 -21.2522  -1.255
N -39.9124 -13.2467 -20.2973  -0.095
C -39.0999 -12.1476 -20.8162  -0.893
C -37.6117 -12.4989 -20.6887  -0.513
O -37.2971 -12.8238 -19.3748  -0.252
C -36.9108 -11.7710 -18.5369  -0.779
H -41.7298 -17.7943 -19.2659  -0.460
H -41.0620 -16.8846 -17.9558  -0.897
H -40.0948 -17.7597 -19.1313  0.025
H -39.6153 -16.5127 -21.2964  -0.052
H -39.0067 -15.6970 -19.9513  0.288
H -40.8697 -14.1928 -21.9244  0.475
H -39.2409 -14.3952 -22.0482  0.323
H -39.4821 -13.6217 -19.4607  -0.012
H -39.2046 -11.2918 -20.1444  0.309
H -39.3529 -11.9458 -21.8525  0.460
H -36.9063 -11.8267 -21.2029  0.464
H -37.3724 -13.3531 -21.3433  0.283
H -37.8113 -11.1950 -18.2870  0.306
H -36.2087 -11.0822 -19.0139  0.360
H -36.4657 -12.1379 -17.6172  0.228
C -40.9580 -25.3077 -15.2311  -0.875
O -41.4513 -24.1788 -15.9273  -0.088
C -42.1505 -23.2667 -15.0790  0.169
C -43.4049 -22.9019 -15.8618  -0.616
N -42.9805 -22.1591 -17.0262  0.747
C -44.0233 -21.7683 -17.9426  -0.442
C -43.4343 -21.1537 -19.1636  0.276
O -42.7048 -22.0805 -19.9248  0.224
C -43.4471 -22.8757 -20.8401  -1.075
H -40.1945 -25.0726 -14.4725  0.347
H -40.3205 -25.8497 -15.9400  0.071
H -41.6553 -26.0333 -14.8099  0.397
H -41.5296 -22.3780 -14.9377  -0.612
H -42.5088 -23.6713 -14.1317  0.757
H -43.9950 -22.3056 -15.1525  -0.239
H -43.9033 -23.8196 -16.1661  0.518
H -42.5613 -21.2623 -16.7581  -1.062
H -44.6881 -21.0102 -17.5018  -0.146
H -44.7986 -22.5292 -18.0978  0.585
H -42.8565 -20.2810 -18.8457  -0.739
H -44.2620 -20.7356 -19.7563  0.643
H -44.2490 -23.4405 -20.3418  0.292
H -42.8365 -23.6354 -21.3225  0.340
H -43.9051 -22.2100 -21.5804  0.256

=====

DFT (ωB97M-V/def2-TZVPD) results for a molecular structure, C23H31HfN2O4 at a distorted geometry.

Values from the calculation:
- total charge = -1
- highest occupied orbital energy (alpha / beta) (eV) = 0.165 / 0.166
- orbital gap (alpha / beta) (eV) = 2.2 / 2.2

Each line ends with the natural charge from an NBO analysis.
Positions of all 61 atoms, in Å:
Hf 0.1808 0.4795 -0.8366  2.046
C 2.3227 0.9766 0.5829  -0.319
C 2.7782 0.1624 -0.4894  -0.297
C 2.5487 0.8166 -1.7175  -0.270
H 3.3595 -0.7901 -0.3674  0.224
C 1.8740 2.0657 -1.4245  -0.420
C 1.7480 2.1487 0.0078  -0.378
H 1.4263 3.0207 0.5766  0.240
H 2.5277 0.8271 1.6308  0.237
H 2.9563 0.5438 -2.6790  0.251
H 1.6611 2.8394 -2.1555  0.262
C -2.0877 0.8542 -0.0218  -0.363
C -1.2957 1.9777 0.3928  -0.411
C -0.9535 2.7520 -0.7492  -0.254
H -1.0941 2.2610 1.4401  0.260
C -1.4883 2.0785 -1.8998  -0.328
C -2.1630 0.9107 -1.4514  -0.342
H -2.7820 0.2455 -2.0816  0.257
H -2.6708 0.2002 0.6092  0.236
H -0.4908 3.7255 -0.7607  0.224
H -1.5347 2.4891 -2.9068  0.258
O 0.2712 -0.3254 -2.5306  -0.884
C -0.0808 0.4472 -4.8332  -0.378
C 0.6483 -0.9210 -4.8494  -0.446
C 0.7050 1.6833 -4.7424  -0.589
C -1.5537 0.3449 -4.8250  -0.598
C 0.7041 -1.3796 -3.3384  -0.066
H 1.6349 -0.8338 -5.2900  0.171
H 0.0942 -1.6284 -5.4688  0.169
H 0.0864 -2.2732 -3.2019  0.155
H 1.7332 -1.6890 -3.0827  0.137
H 0.7252 2.1947 -5.7905  0.120
H 1.7455 1.4943 -4.4037  0.174
H 0.2689 2.4102 -4.0075  0.143
H -1.9167 0.1783 -5.9062  0.124
H -2.0418 1.2787 -4.4232  0.163
H -1.9192 -0.4951 -4.2080  0.157
C -2.3131 -0.3343 4.4750  -0.613
C -1.6782 -1.6019 3.9325  -0.374
C -0.1921 -1.5421 3.4557  -0.246
C 0.8272 -1.5045 4.6271  -0.379
C 0.7860 -0.3241 5.5800  -0.632
C 0.0496 -2.8760 2.7291  0.725
O 0.1598 -3.9780 3.3276  -0.602
N 0.1185 -2.8949 1.3385  -0.639
C 0.1171 -1.7814 0.5876  0.780
O 0.2481 -1.8163 -0.6672  -0.631
N 0.0223 -0.5704 1.1528  -0.756
C 0.0306 -0.3443 2.5239  0.716
O 0.2076 0.8156 2.9077  -0.607
H -1.7561 0.0854 5.3181  0.215
H -3.3289 -0.5663 4.8111  0.210
H -2.3908 0.4207 3.6863  0.220
H -1.7279 -2.4135 4.6806  0.219
H -2.2791 -1.9495 3.0714  0.208
H 0.6858 -2.4445 5.2029  0.226
H 1.8363 -1.5730 4.1751  0.206
H 0.0416 -0.4758 6.3642  0.193
H 1.7564 -0.2187 6.0542  0.209
H 0.5719 0.5910 5.0091  0.253
H 0.2797 -3.7741 0.8592  0.435

=====

The lowest total charge belongs to which entry? C23H31HfN2O4

=====

total charge of number 1 (C42H105N7O18SSn2)? +2